Molecular formula: C36H34Br2Cl5N2O3Tc
Method: DFT, the ωB97M-V functional and the def2-TZVPD basis

```
83
Properties=species:S:1:pos:R:3:lowdin_spin:R:1
Tc 0.394 -0.086 -0.286 2.273
O 0.077 -3.368 2.126 0.003
C -0.544 -2.755 3.168 0.000
C -1.260 -3.594 4.018 0.000
C -1.934 -3.089 5.112 0.000
C -1.901 -1.726 5.387 0.000
C -1.188 -0.895 4.544 0.000
C -0.511 -1.379 3.423 0.001
C 0.284 -0.395 2.589 0.008
O 0.738 -0.972 1.381 0.150
N -0.574 0.761 2.240 -0.026
N -0.397 1.309 1.010 -0.009
C -0.865 2.471 0.721 0.068
C -0.944 2.956 -0.638 0.000
Br -0.606 1.638 -1.990 0.035
C -1.329 4.165 -1.046 0.040
C -1.548 5.334 -0.186 0.003
C -0.750 5.601 0.929 0.006
C -1.001 6.713 1.717 -0.001
C -2.045 7.570 1.396 0.007
C -2.824 7.329 0.270 -0.001
C -2.567 6.226 -0.525 0.006
H 0.522 -2.697 1.586 0.000
H -1.268 -4.652 3.791 0.000
H -2.483 -3.761 5.759 0.000
H -2.418 -1.321 6.246 0.000
H -1.147 0.163 4.790 0.000
H 1.153 -0.056 3.152 0.004
H -0.913 1.375 2.966 -0.002
H -1.291 3.090 1.505 0.002
H -1.517 4.304 -2.107 0.002
H 0.108 4.975 1.147 0.000
H -0.369 6.922 2.570 0.000
H -2.236 8.440 2.010 0.000
H -3.625 8.008 0.008 0.000
H -3.169 6.042 -1.408 0.000
C -0.984 -7.690 -2.782 0.000
C -1.916 -6.543 -2.391 0.003
C -2.822 -6.216 -3.587 0.002
C -2.779 -7.001 -1.208 0.002
C -1.140 -5.283 -2.008 0.028
C -1.835 -4.168 -1.535 -0.003
C -1.121 -3.037 -1.241 0.028
Br -2.043 -1.526 -0.532 0.028
C 0.259 -2.912 -1.390 0.009
O 0.844 -1.715 -1.167 0.259
C 0.983 -4.036 -1.783 0.029
C 0.240 -5.179 -2.101 -0.006
C 2.518 -4.139 -1.848 0.003
C 3.277 -2.904 -1.350 0.002
C 2.949 -5.319 -0.958 0.002
C 2.944 -4.402 -3.300 0.002
H -1.583 -8.566 -3.037 0.000
H -0.319 -7.970 -1.961 0.000
H -0.377 -7.442 -3.655 0.000
H -3.381 -7.105 -3.888 0.000
H -2.232 -5.877 -4.442 0.000
H -3.543 -5.433 -3.341 0.000
H -3.302 -7.925 -1.467 0.000
H -3.536 -6.261 -0.941 0.000
H -2.165 -7.194 -0.325 0.000
H -2.908 -4.189 -1.396 0.000
H 0.793 -6.050 -2.424 -0.001
H 3.009 -2.634 -0.326 0.000
H 3.118 -2.038 -1.990 0.001
H 4.344 -3.138 -1.364 0.000
H 2.615 -5.172 0.072 0.000
H 4.039 -5.397 -0.956 0.000
H 2.550 -6.271 -1.310 0.000
H 2.635 -3.579 -3.950 0.000
H 2.514 -5.325 -3.692 0.000
H 4.032 -4.489 -3.356 0.000
Cl 2.622 1.632 1.696 0.010
C 3.118 1.325 0.059 0.023
C 2.253 0.707 -0.846 -0.036
C 2.701 0.587 -2.169 0.019
Cl 1.688 -0.048 -3.434 0.012
C 3.981 0.994 -2.547 -0.008
Cl 4.523 0.800 -4.163 -0.005
C 4.836 1.563 -1.606 0.026
Cl 6.410 2.055 -2.059 0.010
C 4.397 1.746 -0.299 -0.007
Cl 5.432 2.482 0.853 -0.004
```

Calculated values
**Net charge**: +1
**Energy**: -9256.98681 Ha
**Gap between HOMO and LUMO (alpha / beta)**: 6.97 / 6.03 eV
**2S+1**: 4
**LUMO level (alpha / beta)**: -3.75 / -4.71 eV

***

Molecular formula: C36H34BrCaN6O2
Method: DFT, the ωB97M-V functional and the def2-TZVPD basis

```
80
Properties=species:S:1:pos:R:3:nbo_charge:R:1
Ca 0.163 -0.203 -0.337 1.731
C -1.436 0.025 -2.981 -0.224
C -2.811 -0.446 -2.520 -0.454
C -2.896 -1.211 -1.225 0.237
C -4.130 -1.765 -0.880 -0.249
C -4.228 -2.538 0.262 -0.141
C -3.085 -2.739 1.023 -0.245
C -1.910 -2.130 0.619 0.088
N -1.814 -1.382 -0.477 -0.570
N -0.737 1.008 -2.147 -0.500
C 0.378 1.525 -2.933 -0.289
C 1.532 0.578 -3.016 0.222
C 2.225 0.377 -4.208 -0.244
C 3.342 -0.438 -4.209 -0.133
C 3.746 -1.008 -3.011 -0.258
C 3.011 -0.732 -1.870 0.072
N 1.922 0.022 -1.872 -0.551
C -1.637 2.088 -1.762 -0.262
C -1.025 3.258 -1.032 0.228
C -1.849 4.348 -0.746 -0.253
C -1.318 5.440 -0.083 -0.153
C 0.023 5.415 0.273 -0.254
C 0.759 4.288 -0.051 0.063
N 0.255 3.242 -0.690 -0.484
H -1.584 0.450 -3.990 0.197
H -0.776 -0.840 -3.083 0.201
H -3.189 -1.110 -3.306 0.243
H -3.509 0.394 -2.476 0.232
H -4.992 -1.601 -1.508 0.226
H -5.171 -2.980 0.547 0.230
H -3.110 -3.343 1.914 0.233
H -1.003 -2.235 1.194 0.208
H 0.758 2.403 -2.402 0.283
H 0.054 1.830 -3.941 0.187
H 1.894 0.856 -5.118 0.230
H 3.893 -0.614 -5.120 0.232
H 4.610 -1.650 -2.959 0.234
H 3.319 -1.130 -0.913 0.204
H -2.383 1.667 -1.083 0.236
H -2.153 2.494 -2.652 0.193
H -2.884 4.342 -1.052 0.221
H -1.940 6.291 0.153 0.228
H 0.486 6.249 0.775 0.232
H 1.811 4.224 0.192 0.201
Br 1.182 4.262 5.638 0.054
C 0.624 3.222 4.141 -0.150
C -0.560 3.571 3.470 -0.190
C -0.965 2.833 2.399 -0.246
C -0.226 1.711 1.911 0.429
O -0.618 1.085 0.892 -0.849
C 0.961 1.350 2.645 -0.217
C 1.724 0.192 2.369 0.193
N 1.456 -0.710 1.473 -0.637
C 2.161 -1.899 1.435 0.113
C 3.095 -2.332 2.371 -0.220
C 3.736 -3.568 2.264 -0.186
C 3.453 -4.422 1.232 -0.182
C 2.495 -4.053 0.270 -0.109
C 2.137 -4.903 -0.795 -0.100
C 1.194 -4.488 -1.695 -0.267
C 0.619 -3.221 -1.525 0.083
N 0.925 -2.405 -0.550 -0.556
C 1.844 -2.789 0.357 0.212
C 1.360 2.142 3.744 -0.178
H -1.134 4.421 3.808 0.232
H -1.871 3.078 1.863 0.216
H 2.583 0.063 3.039 0.167
H 3.350 -1.722 3.225 0.217
H 4.457 -3.849 3.017 0.229
H 3.941 -5.380 1.145 0.223
H 2.604 -5.873 -0.868 0.227
H 0.888 -5.118 -2.513 0.234
H -0.146 -2.881 -2.211 0.193
H 2.259 1.877 4.280 0.223
C -3.043 -0.525 3.730 -0.247
O -1.900 -0.539 2.905 -0.730
H -3.190 0.452 4.202 0.174
H -2.971 -1.290 4.509 0.165
H -3.893 -0.747 3.087 0.180
H -1.144 -0.258 3.433 0.472
```

Calculated values
**Net charge**: +1
**Energy**: -5122.83051 Ha
**Gap between HOMO and LUMO**: 6.75 eV
**LUMO level**: -2.98 eV

***

Molecular formula: C36H34Cl4IMnO6P2
Method: DFT, the ωB97M-V functional and the def2-TZVPD basis

```
84
Properties=species:S:1:pos:R:3:lowdin_spin:R:1
Mn 0.256 -0.158 -0.101 2.058
I 1.310 2.162 0.356 -0.018
C 1.144 3.596 -1.295 -0.002
C 1.561 4.856 -0.936 -0.001
C 1.650 5.881 -1.881 0.000
C 1.317 5.615 -3.176 0.001
C 0.848 4.342 -3.563 0.000
C 0.508 4.146 -4.917 0.000
C 0.051 2.939 -5.361 -0.001
C -0.077 1.894 -4.447 -0.002
C 0.236 2.028 -3.105 -0.008
P 0.081 0.380 -2.283 -0.047
C -1.515 -0.260 -2.873 -0.008
C -1.705 -1.635 -3.003 -0.002
C -2.932 -2.131 -3.405 0.001
C -3.987 -1.264 -3.642 -0.005
C -3.816 0.102 -3.471 0.000
C -2.588 0.608 -3.085 -0.004
C 1.489 -0.384 -3.149 0.000
C 2.719 0.189 -2.822 -0.002
C 3.876 -0.271 -3.417 0.001
C 3.816 -1.297 -4.349 -0.002
C 2.595 -1.852 -4.689 0.000
C 1.430 -1.404 -4.088 -0.002
C 0.734 3.268 -2.610 0.000
H 1.833 5.046 0.091 -0.001
H 1.996 6.856 -1.578 0.000
H 1.405 6.375 -3.937 0.000
H 0.623 4.976 -5.597 0.000
H -0.200 2.782 -6.400 0.000
H -0.422 0.935 -4.811 0.000
H -0.894 -2.313 -2.776 0.000
H -3.062 -3.195 -3.541 0.000
H -4.942 -1.653 -3.961 0.000
H -4.641 0.777 -3.651 0.000
H -2.453 1.674 -2.961 0.000
H 2.765 0.983 -2.083 0.000
H 4.825 0.161 -3.143 0.000
H 4.724 -1.663 -4.804 0.000
H 2.542 -2.637 -5.431 0.000
H 0.486 -1.849 -4.361 0.000
Cl -5.723 -1.456 2.412 0.052
C -4.268 -1.552 1.524 0.127
C -3.901 -2.754 0.909 0.063
Cl -4.923 -4.119 1.038 0.020
C -2.699 -2.858 0.205 0.043
Cl -2.290 -4.305 -0.597 0.012
C -1.830 -1.762 0.165 0.123
O -0.649 -1.731 -0.348 0.224
C -2.247 -0.507 0.727 0.139
O -1.380 0.443 0.535 0.170
C -3.457 -0.415 1.416 -0.007
Cl -3.921 1.061 2.147 -0.010
C 1.003 -5.169 0.056 0.000
C 2.119 -4.234 0.515 0.000
C 2.959 -4.882 1.610 0.000
C 3.014 -3.847 -0.657 0.000
O 1.446 -3.076 1.050 0.004
P 2.126 -1.640 1.111 0.006
O 3.474 -1.555 1.666 0.000
O 1.898 -0.963 -0.271 0.072
O 0.955 -0.827 1.926 0.003
C 0.973 -0.663 3.374 0.000
C -0.432 -0.191 3.766 0.001
C 1.306 -2.005 4.012 0.000
C 2.008 0.403 3.732 0.000
H 1.421 -6.116 -0.271 0.000
H 0.445 -4.720 -0.758 0.000
H 0.318 -5.358 0.878 0.000
H 3.423 -5.783 1.218 0.000
H 2.339 -5.141 2.466 0.000
H 3.737 -4.197 1.931 0.000
H 3.426 -4.743 -1.114 0.000
H 3.835 -3.224 -0.308 0.000
H 2.447 -3.295 -1.405 0.000
H -1.175 -0.957 3.544 0.001
H -0.692 0.718 3.220 0.000
H -0.462 0.020 4.831 0.000
H 0.687 -2.780 3.566 0.000
H 1.111 -1.969 5.080 0.000
H 2.351 -2.247 3.835 0.000
H 1.754 1.349 3.254 0.000
H 2.994 0.099 3.395 0.000
H 2.032 0.554 4.808 0.000
```

Calculated values
**Net charge**: +1
**Energy**: -5815.79086 Ha
**Gap between HOMO and LUMO (alpha / beta)**: 7.74 / 5.86 eV
**2S+1**: 4
**LUMO level (alpha / beta)**: -3.52 / -5.42 eV

***

Molecular formula: C36H34F3N2O6PtS
Method: DFT, the ωB97M-V functional and the def2-TZVPD basis

```
83
Properties=species:S:1:pos:R:3:lowdin_charge:R:1
Pt -0.413 0.191 2.182 1.395
C -0.450 -3.047 -3.549 0.028
C 0.201 -1.732 -3.179 -0.555
C 1.010 -1.124 -4.302 0.028
O -0.780 -0.777 -2.767 -0.011
C -0.780 -0.782 -1.348 -0.178
C 0.711 -0.933 -1.094 -0.191
O 1.034 -1.949 -2.025 0.005
C 1.223 -1.259 0.313 -0.349
O 1.159 -0.001 1.023 -0.308
C 2.692 -1.655 0.251 -0.126
C 3.150 -2.873 0.732 -0.005
C 4.500 -3.196 0.663 -0.058
C 5.403 -2.301 0.116 -0.071
C 4.952 -1.079 -0.369 -0.062
C 3.608 -0.761 -0.303 -0.020
C 0.369 -2.258 1.064 -0.161
C -0.339 -3.289 0.460 0.006
C -1.218 -4.054 1.210 0.005
C -1.412 -3.823 2.575 -0.034
C -0.652 -2.867 3.203 -0.029
C 0.255 -2.088 2.456 -0.140
C -1.570 0.366 -0.702 -0.338
O -1.647 0.006 0.689 -0.278
C -3.023 0.256 -1.205 -0.139
C -4.041 -0.242 -0.403 -0.018
C -5.337 -0.335 -0.896 -0.071
C -5.626 0.060 -2.191 -0.081
C -4.610 0.557 -2.997 -0.062
C -3.319 0.658 -2.507 -0.017
C -1.086 1.788 -0.961 -0.158
C -0.152 2.113 -1.941 -0.028
C 0.171 3.440 -2.201 -0.079
C -0.453 4.461 -1.503 -0.081
C -1.427 4.149 -0.563 -0.075
C -1.748 2.825 -0.309 -0.087
H -0.998 -2.942 -4.484 0.099
H -1.152 -3.350 -2.771 0.087
H 0.310 -3.819 -3.667 0.100
H 0.346 -0.792 -5.099 0.100
H 1.709 -1.856 -4.703 0.098
H 1.575 -0.267 -3.931 0.088
H -1.304 -1.672 -0.989 0.150
H 1.218 0.001 -1.362 0.136
H 2.459 -3.588 1.161 0.118
H 4.842 -4.151 1.038 0.110
H 6.453 -2.553 0.061 0.109
H 5.653 -0.380 -0.808 0.108
H 3.267 0.189 -0.702 0.109
H -0.206 -3.485 -0.594 0.120
H -1.774 -4.845 0.723 0.124
H -2.119 -4.422 3.132 0.119
H -0.715 -2.726 4.276 0.118
H 1.058 -1.583 2.983 0.125
H -3.830 -0.556 0.609 0.111
H -6.123 -0.720 -0.259 0.105
H -6.637 -0.013 -2.571 0.105
H -4.825 0.873 -4.009 0.107
H -2.537 1.052 -3.140 0.119
H 0.296 1.335 -2.540 0.102
H 0.891 3.671 -2.976 0.109
H -0.217 5.495 -1.720 0.107
H -1.958 4.939 -0.046 0.112
H -2.544 2.586 0.383 0.118
S -0.436 2.485 2.416 0.888
C 1.002 3.098 1.698 -0.680
N 1.502 4.271 2.080 0.051
C 2.654 4.657 1.257 -0.087
C 2.821 3.426 0.334 -0.085
N 1.669 2.593 0.687 0.075
H 1.121 4.813 2.836 0.151
H 3.525 4.822 1.887 0.124
H 2.441 5.566 0.697 0.123
H 3.751 2.890 0.522 0.125
H 2.767 3.693 -0.719 0.115
H 1.560 1.598 0.451 0.098
F -0.491 0.977 6.784 0.191
C -1.278 0.161 6.089 -0.558
F -1.083 -1.094 6.514 0.175
F -2.543 0.494 6.288 0.198
C -0.920 0.225 4.596 -0.561
O -1.832 0.300 3.729 -0.062
O 0.277 0.157 4.235 -0.051
```

Calculated values
**Net charge**: +1
**Energy**: -2770.06014 Ha
**Gap between HOMO and LUMO**: 6.00 eV
**LUMO level**: -5.00 eV